Entry 1:
100
Properties=species:S:1:pos:R:3:forces:R:3 method="wB97M-V/def2-TZVPD" homo_ev=-1.19 homo_lumo_gap_ha=0.182 de_lowest_kj_mol=0.0 total_charge=-2 e_tot_ha=-13186.198620 lumo_energy_ev=3.8
Mg 0.193580 -0.263828 1.614902 -0.6 0.3 0.5
Cl 2.721742 2.460061 -1.675521 0.0 0.0 0.0
C 3.240273 1.896495 -0.109720 0.0 0.0 0.0
C 4.572919 2.098864 0.267256 0.0 0.0 0.0
C 5.007522 1.715539 1.501199 0.1 0.0 0.0
Cl 6.695589 1.936935 1.924010 0.0 0.0 0.0
C 4.119172 1.133204 2.435324 0.0 0.0 0.0
C 4.439828 0.823897 3.773511 0.0 0.0 0.0
C 3.476872 0.318255 4.597605 0.0 0.0 0.0
C 2.201038 0.043746 4.077940 -0.1 0.0 0.1
N 1.889710 0.281077 2.829007 0.2 0.1 -0.1
C 2.799014 0.876135 2.016594 0.1 0.1 0.1
C 2.310293 1.252680 0.703803 -0.1 0.0 -0.1
O 1.099575 0.992973 0.363519 0.5 0.2 -0.1
H 5.255590 2.563127 -0.431394 0.0 0.0 0.0
H 5.440751 1.018415 4.136359 0.0 0.0 0.0
H 3.682404 0.109825 5.639039 0.0 0.0 0.0
H 1.412997 -0.384749 4.689098 0.0 0.0 0.0
C -4.101763 0.137856 0.780734 0.0 0.0 0.0
C -3.554115 -1.227949 0.349199 0.0 0.1 0.1
C -3.766487 -2.262400 1.451592 0.0 0.0 0.0
P -1.765585 -0.984694 -0.077397 -0.1 -0.2 -0.1
C -1.867578 -0.256034 -1.796904 0.1 0.0 0.0
C -2.782485 -0.949326 -2.802520 0.0 0.0 0.0
C -0.452311 -0.146441 -2.358909 0.0 0.1 0.1
C -1.082265 -2.648265 -0.364654 -0.1 0.0 -0.1
C -1.809131 -3.645018 -1.011129 0.0 0.0 0.0
C -1.277780 -4.880737 -1.348373 0.0 -0.1 0.0
C -2.108755 -5.952646 -2.005519 0.0 0.0 0.0
C 0.064367 -5.092230 -1.024607 0.0 0.0 0.0
C 0.813335 -4.146665 -0.360448 0.0 0.0 0.0
C 0.265028 -2.895657 0.042039 0.1 0.0 0.1
N 0.960465 -1.992505 0.770401 -0.1 -0.4 -0.2
C 2.341014 -2.214299 0.976975 0.0 0.0 0.0
C 2.799194 -2.710004 2.206580 0.0 0.0 0.0
C 1.815580 -3.210235 3.227175 0.0 0.0 0.0
C 4.164537 -2.748953 2.466053 0.0 0.0 0.0
C 5.100954 -2.329003 1.530979 0.0 0.0 0.0
C 6.576346 -2.368384 1.834416 0.0 0.0 0.0
C 4.636270 -1.897792 0.295938 0.0 0.0 0.0
C 3.278648 -1.841247 0.001039 0.0 0.0 0.0
C 2.814747 -1.371058 -1.347117 0.0 0.0 0.0
H -5.178583 0.076652 0.965281 0.0 0.0 0.0
H -3.933806 0.912972 0.027477 0.0 0.0 0.0
H -3.622457 0.461033 1.708684 0.0 0.0 0.0
H -4.086216 -1.554933 -0.548472 0.0 0.0 0.0
H -3.240706 -1.966972 2.361642 0.0 0.0 0.0
H -3.408295 -3.250155 1.160129 0.0 0.0 0.0
H -4.834633 -2.334071 1.682305 0.0 0.0 0.0
H -2.236273 0.760972 -1.628200 0.0 0.0 0.0
H -2.458252 -1.974785 -2.989122 0.0 0.0 0.0
H -2.734432 -0.410381 -3.754385 0.0 0.0 0.0
H -3.827484 -0.963701 -2.489586 0.0 0.0 0.0
H -0.017825 -1.140215 -2.495162 0.0 0.0 0.0
H 0.191104 0.425172 -1.688915 0.0 0.0 0.0
H -0.465542 0.357087 -3.331210 0.0 0.0 0.0
H -2.846924 -3.445142 -1.264692 0.0 0.0 0.0
H -2.997228 -5.525918 -2.475088 0.0 0.0 0.0
H -2.449280 -6.703190 -1.284472 0.0 0.0 0.0
H -1.541451 -6.479654 -2.777062 0.0 0.0 0.0
H 0.530503 -6.036461 -1.295847 0.0 0.0 0.0
H 1.847549 -4.356285 -0.113167 0.0 0.0 0.0
H 1.398781 -4.171632 2.912210 0.0 0.0 0.0
H 0.971423 -2.530300 3.345667 0.0 0.0 0.0
H 2.295910 -3.342624 4.198299 0.0 0.0 0.0
H 4.502625 -3.098057 3.438478 0.0 0.0 0.0
H 6.765041 -2.168731 2.890816 0.0 0.0 0.0
H 7.114407 -1.621049 1.249480 0.0 0.0 0.0
H 7.003020 -3.348718 1.601038 0.0 0.0 0.0
H 5.348221 -1.565026 -0.454461 0.0 0.0 0.0
H 3.658243 -1.025781 -1.947330 0.0 0.0 0.0
H 2.099319 -0.556946 -1.244963 0.0 0.0 0.0
H 2.308084 -2.177895 -1.884776 0.0 0.0 0.0
Se -1.262499 -1.033022 4.051007 0.2 -0.1 -0.3
Se -2.087364 1.145791 4.279639 -0.2 0.0 0.1
Se -0.967140 2.261131 2.547302 -0.1 -0.1 0.0
Se 0.658566 3.628343 3.448881 0.1 0.1 0.0
Te -1.135223 3.394993 -0.640482 -0.1 0.2 -0.1
C -1.061106 4.296665 -2.577887 0.1 0.0 0.1
C -1.251640 3.557778 -3.742523 0.0 -0.1 0.0
C -1.122330 4.151965 -4.991710 0.0 0.0 0.0
C -0.783075 5.493646 -5.091795 0.0 0.0 0.0
C -0.578403 6.237451 -3.937592 0.0 0.0 0.0
C -0.715333 5.641548 -2.690825 -0.1 0.0 0.0
C -3.229962 3.747978 -0.453815 0.0 -0.1 0.0
C -3.758461 4.104517 0.783677 0.1 0.0 0.1
C -5.128891 4.261384 0.944706 0.0 0.0 0.0
C -5.989206 4.070105 -0.127144 0.0 0.0 0.0
C -5.468180 3.713518 -1.364050 0.0 0.0 0.0
C -4.099854 3.546033 -1.522590 0.1 0.0 0.0
H -1.487868 2.501959 -3.672945 0.0 0.0 0.0
H -1.273135 3.561169 -5.887588 0.0 0.0 0.0
H -0.667964 5.953843 -6.065927 0.0 0.0 0.0
H -0.302777 7.283067 -4.007129 0.0 0.0 0.0
H -0.549424 6.222150 -1.791786 0.0 0.0 0.0
H -3.095203 4.241315 1.629645 0.0 0.0 0.0
H -5.522976 4.533664 1.916228 0.0 0.0 0.0
H -7.058143 4.193554 -0.000303 0.0 0.0 0.0
H -6.129341 3.549481 -2.207251 0.0 0.0 0.0
H -3.709010 3.255741 -2.490414 0.0 0.0 0.0

***

Entry 2:
44
Properties=species:S:1:pos:R:3:forces:R:3 method="wB97M-V/def2-TZVPD" homo_ev="-11.60 / -12.88" homo_lumo_gap_ha="0.310 / 0.281" de_lowest_kj_mol=84.2 total_charge=+1 e_tot_ha=-2720.904170 multiplicity=2 lumo_energy_ev="-3.2 / -5.2"
In -0.191613 1.071117 -0.810443 -0.1 -0.2 0.0
F -1.368540 6.206474 0.821842 0.0 0.0 0.0
C -0.775376 5.812822 -0.292587 0.0 0.0 0.0
F -1.571913 6.018314 -1.329018 0.0 0.0 0.0
F 0.359161 6.464625 -0.459446 0.0 0.0 0.0
S -0.460308 3.994332 -0.183591 0.0 -0.2 -0.5
O -1.735394 3.397111 0.123683 0.0 0.2 0.1
O 0.095920 3.552029 -1.468724 -0.2 0.1 0.3
N 0.583565 3.863509 0.974868 0.2 0.0 0.0
S 1.887495 2.991134 0.847017 -0.1 -0.2 0.1
O 2.570465 2.915210 2.085455 0.0 0.0 0.0
O 1.640437 1.678899 0.176731 0.0 0.3 0.0
C 3.060690 3.845650 -0.346264 0.0 0.0 0.1
F 2.981673 3.306897 -1.553429 0.0 0.0 0.0
F 4.286305 3.694294 0.124076 0.0 0.0 -0.1
F 2.756664 5.131988 -0.410910 0.1 0.0 0.0
O -0.767891 0.868690 1.227016 0.0 0.0 0.2
N -1.909049 0.474338 1.779808 0.0 0.0 0.0
C -1.810844 -0.331656 2.850778 -0.1 0.0 0.0
C -2.947786 -0.740002 3.511210 0.1 0.0 0.0
C -4.189852 -0.317607 3.063482 0.0 0.0 0.0
C -4.257472 0.516346 1.958818 0.0 0.0 0.0
C -3.097082 0.911560 1.328403 0.0 0.0 0.0
H -0.800729 -0.595839 3.122424 0.0 0.0 0.0
H -2.843890 -1.382736 4.372952 0.0 0.0 0.0
H -5.091180 -0.626496 3.573295 0.0 0.0 0.0
H -5.201122 0.881505 1.581437 0.0 0.0 0.0
H -3.054994 1.594044 0.495057 0.0 0.0 0.0
N 0.143494 -1.191429 -0.710464 0.2 -0.1 -0.1
C 0.539622 -2.103493 -1.316429 -0.1 0.1 0.0
N 0.975839 -3.118901 -1.985768 0.1 -0.1 0.0
C 2.426291 -3.348026 -2.167333 0.0 0.0 0.0
C 2.829434 -4.571300 -1.362800 0.0 0.0 0.0
O 2.031936 -5.683260 -1.716929 0.0 0.0 0.0
C 0.668369 -5.465480 -1.421268 0.0 -0.1 0.0
C 0.124798 -4.302479 -2.233281 0.0 0.1 0.0
H 2.969305 -2.457104 -1.857351 0.0 0.0 0.0
H 2.591677 -3.514471 -3.232416 0.0 0.0 0.0
H 2.736152 -4.366765 -0.288304 0.0 0.0 0.0
H 3.862157 -4.838861 -1.578779 0.0 0.0 0.0
H 0.541590 -5.270743 -0.347895 0.0 0.0 0.0
H 0.137745 -6.381610 -1.674938 0.0 0.0 0.0
H -0.903524 -4.062636 -1.969270 0.0 0.0 0.0
H 0.177777 -4.519998 -3.300715 0.0 0.0 0.0

***

Entry 3:
59
Properties=species:S:1:pos:R:3:forces:R:3 method="wB97M-V/def2-TZVPD" homo_ev=-15.80 homo_lumo_gap_ha=0.176 total_charge=+3 e_tot_ha=-9702.680578 lumo_energy_ev=-11.0
W -0.254883 2.441351 0.399766 -1.0 -0.7 0.7
I 2.820117 3.106351 0.263066 0.7 -0.7 -0.2
C 4.329717 1.463751 0.050166 -0.8 1.1 0.1
C 5.604617 1.945151 0.098666 -0.5 0.1 0.0
C 6.676517 1.045551 0.034366 0.1 -0.3 0.0
C 6.420317 -0.288849 -0.089634 0.1 0.2 0.1
C 5.097217 -0.780849 -0.137234 -0.4 0.2 0.0
C 4.882217 -2.170049 -0.232634 -0.2 -0.2 0.0
C 3.621617 -2.704449 -0.241834 0.3 0.0 0.0
C 2.525017 -1.851649 -0.192534 -0.2 0.6 0.2
C 2.676117 -0.472549 -0.130534 0.0 0.4 0.1
P 1.028217 0.310051 -0.314634 -0.8 -1.5 0.0
C 0.155317 -0.492949 1.107366 0.5 0.5 0.1
C -0.894583 -1.398649 1.021066 0.2 0.2 0.0
C -1.527283 -1.804649 2.185666 0.0 0.1 -0.4
C -1.121783 -1.320249 3.420466 0.2 0.3 0.3
C -0.041383 -0.451649 3.519966 -0.2 0.0 -0.1
C 0.591717 -0.023549 2.362866 0.5 -0.5 -0.5
C 0.441917 -0.373349 -1.904534 -0.2 0.7 0.2
C -0.886883 -0.141749 -2.283534 0.0 -0.1 0.1
C -1.322183 -0.530649 -3.536134 0.0 0.0 0.1
C -0.445583 -1.142549 -4.421634 0.0 0.0 0.0
C 0.866317 -1.376649 -4.047734 0.0 0.0 0.0
C 1.321017 -0.980949 -2.802534 0.0 0.1 0.2
C 3.966517 0.117051 -0.073534 0.3 -0.5 -0.1
H 5.800317 3.002151 0.176866 0.0 0.1 0.1
H 7.684117 1.424551 0.096766 0.1 0.0 -0.1
H 7.235117 -0.997649 -0.141834 0.0 0.0 0.0
H 5.743617 -2.818549 -0.298134 0.1 0.0 0.0
H 3.459617 -3.769249 -0.306234 0.1 -0.1 0.0
H 1.531117 -2.282349 -0.229134 0.1 0.0 0.0
H -1.200283 -1.786749 0.059466 -0.1 0.0 -0.1
H -2.338383 -2.510449 2.116966 -0.1 -0.2 0.1
H -1.631183 -1.638249 4.315266 0.0 -0.1 0.1
H 0.318217 -0.119249 4.482866 0.0 0.0 0.1
H 1.524317 0.551651 2.427066 -0.4 -0.1 0.0
H -1.587583 0.326551 -1.592534 0.2 0.0 -0.3
H -2.340883 -0.343049 -3.832234 -0.2 0.0 0.0
H -0.784383 -1.422949 -5.405434 0.0 -0.1 -0.1
H 1.553917 -1.848849 -4.729334 0.1 -0.1 -0.1
H 2.350117 -1.160349 -2.535534 0.1 0.1 -0.1
Se 0.031017 3.083551 2.825866 -0.6 -0.1 -0.6
Te -0.097483 5.201451 1.526266 1.2 0.5 -0.1
Te -1.508583 4.842451 -0.743734 -0.8 -0.2 0.0
Se -0.225583 3.115151 -2.010134 0.5 0.0 0.5
C -5.265483 0.016251 2.553366 -0.1 0.1 -0.8
Si -5.219483 0.450151 0.715566 -0.4 0.0 -0.2
C -4.714483 -0.804849 -0.611234 -0.4 0.6 0.6
C -6.048783 2.043451 0.140566 0.7 -0.6 0.1
Se -2.377883 1.567551 0.701166 1.3 0.6 -0.3
H -6.122983 0.487251 3.038166 0.0 0.2 -0.1
H -4.372783 0.370751 3.065066 0.2 0.0 0.0
H -5.357383 -1.057849 2.714866 0.1 -0.1 -0.1
H -5.060783 -1.809349 -0.374634 0.0 -0.1 0.2
H -3.633583 -0.831649 -0.726634 0.1 -0.1 0.0
H -5.153983 -0.526549 -1.568534 0.0 0.1 0.0
H -7.127383 1.962451 0.276166 -0.2 -0.1 0.1
H -5.875783 2.262351 -0.914134 0.1 -0.2 0.0
H -5.716283 2.896951 0.732366 0.0 0.0 0.1

***

Entry 4:
62
Properties=species:S:1:pos:R:3:forces:R:3 method="wB97M-V/def2-TZVPD" homo_ev="-16.22 / -16.22" homo_lumo_gap_ha="0.264 / 0.279" de_lowest_kj_mol=35.5 total_charge=+3 e_tot_ha=-2548.933460 multiplicity=3 lumo_energy_ev="-9.0 / -8.6"
V -3.860815 0.081619 0.603598 0.1 -0.5 0.3
F 2.516360 -2.261479 0.748889 0.1 0.0 0.0
C 2.141709 -1.003548 0.477295 0.0 0.0 0.0
C 0.809654 -0.734077 0.468217 0.0 0.0 0.0
C 0.343214 0.568974 0.233766 -0.1 0.0 0.0
C -1.059744 0.875358 0.269630 0.2 0.3 0.0
O -1.914424 -0.072222 0.494085 -0.4 -0.2 0.0
C -1.420725 2.219944 0.064126 0.1 0.0 0.0
C -0.433608 3.160375 -0.176581 0.0 0.0 0.0
N 0.858321 2.875908 -0.238113 0.0 0.0 0.0
C 1.817850 3.955219 -0.460329 0.0 0.0 0.0
C 1.489347 5.029776 -1.447935 0.0 0.0 0.0
C 2.550342 4.021123 -1.769089 0.0 0.0 0.0
C 1.296340 1.574035 -0.005418 0.0 0.0 0.0
C 2.661581 1.274539 -0.004497 0.0 0.0 0.0
C 3.133174 -0.008575 0.252049 -0.1 0.0 0.0
N 4.494653 -0.276515 0.270740 0.1 0.0 0.0
C 5.040013 -1.641061 0.327815 0.0 0.0 0.0
C 6.556079 -1.599380 0.132521 0.0 0.0 0.0
N 6.897214 -0.504267 -0.834157 0.0 0.0 0.0
C 6.599542 0.856055 -0.239190 0.0 0.0 0.0
C 5.444388 0.718714 0.752246 0.0 0.0 0.0
C -2.805269 2.751686 0.118406 0.0 0.0 -0.2
O -3.102445 3.898480 0.080699 0.0 0.1 0.0
O -3.755558 1.774054 0.229920 -0.1 0.5 -0.1
H 0.115992 -1.533886 0.685041 0.0 0.0 0.0
H -0.712149 4.196866 -0.314601 0.0 0.0 0.0
H 2.334539 4.229702 0.450506 0.0 0.0 0.0
H 1.782383 6.036076 -1.188185 0.0 0.0 0.0
H 0.566241 4.958675 -2.006362 0.0 0.0 0.0
H 3.585323 4.332396 -1.749189 0.0 0.0 0.0
H 2.302766 3.276266 -2.513799 0.0 0.0 0.0
H 3.355645 2.067471 -0.232430 0.0 0.0 0.0
H 4.589427 -2.237827 -0.463565 0.0 0.0 0.0
H 4.845050 -2.141672 1.278069 0.0 0.0 0.0
H 6.920714 -2.545079 -0.261515 0.0 0.0 0.0
H 7.096983 -1.379391 1.050474 0.0 0.0 0.0
H 6.349757 -0.630121 -1.687570 0.0 0.0 0.0
H 7.880335 -0.560403 -1.107824 0.0 0.0 0.0
H 6.360503 1.519481 -1.067358 0.0 0.0 0.0
H 7.505013 1.209697 0.250022 0.0 0.0 0.0
H 4.973528 1.688017 0.879650 0.0 0.0 0.0
H 5.817469 0.430304 1.739658 0.0 0.0 0.0
N -5.965280 -0.017504 1.068691 0.1 0.0 0.0
C -6.468953 -1.370190 0.836399 -0.1 -0.1 0.0
C -7.751544 -1.753030 1.108568 0.0 0.1 0.0
C -8.163685 -3.078360 0.858555 0.0 0.0 0.0
C -7.285996 -3.990607 0.345629 0.0 0.0 0.0
C -5.951400 -3.616728 0.060219 0.0 0.0 0.0
C -4.990037 -4.509258 -0.458744 0.0 0.0 0.0
C -3.709616 -4.076289 -0.699117 0.0 0.0 0.0
C -3.382319 -2.749647 -0.423901 0.0 0.0 -0.1
N -4.256754 -1.873021 0.060191 0.0 0.0 -0.1
C -5.545235 -2.290555 0.307069 -0.1 0.0 0.0
H -6.444525 0.641161 0.450144 0.0 0.0 0.0
H -6.198341 0.289635 2.013704 0.0 0.0 0.0
H -8.459808 -1.040411 1.514463 0.0 0.0 0.0
H -9.182916 -3.362705 1.078401 0.0 0.0 0.0
H -7.596698 -5.009511 0.155238 0.0 0.0 0.0
H -5.273225 -5.534866 -0.660688 0.0 0.0 0.0
H -2.955714 -4.738462 -1.097969 0.0 0.0 0.0
H -2.384661 -2.370966 -0.606543 0.0 0.0 0.0